Record 1
Formula: AlH8O4
Source: OMol25
Level of theory: wB97M-V/def2-TZVPD

Geometry (Å):
Al: 0.56486 0.06827 0.65800
O: -1.68950 -1.78250 1.24807
O: 3.17612 -1.37480 0.50532
O: 0.29655 2.85392 -0.34820
O: -1.61385 0.15399 -1.21641
H: 0.39300 3.72636 0.03359
H: -1.77661 -2.70645 1.48250
H: -2.51349 -1.56703 0.81120
H: -1.76778 0.98167 -1.67192
H: 3.86872 -1.17048 -0.12299
H: -2.32127 -0.41845 -1.51320
H: 3.63587 -1.75377 1.25448
H: -0.25260 2.98927 -1.12044

Output
* charge: +2
* E_LUMO (spin up / spin down): -9.971 / -14.729 eV
* largest force on an atom: 1.510 eV/A
* spin multiplicity: 2
* gap between HOMO and LUMO (spin up / spin down): 10.36 / 5.30 eV
* E: -14896.3952 eV
* energy above the lowest of the compared OMol25 structures with the same formula, charge and spin: 12.0 kJ/mol

These are the Löwdin partial charges, in e, on atoms 1 to 4: number 1, Al, carries 1.544; number 2, O, carries -0.037; number 3, O, carries -0.014; number 4, O, carries -0.043

---

Record 2
Formula: C61H70BrGeN9O3P2Ru
Source: OMol25
Level of theory: wB97M-V/def2-TZVPD

Geometry (Å):
Ru: -0.61223 0.65147 0.43234
Br: -5.15632 0.78475 6.01200
Ge: 1.70399 -2.05936 1.32571
P: -3.38858 -2.16687 -0.22297
P: -1.77609 -2.54368 -2.62878
O: -2.42348 -1.16390 0.22332
O: -3.08336 -2.74633 -1.70703
O: -0.45608 -2.54293 -1.99062
N: -1.93464 -3.87511 -3.61896
N: 2.11770 2.80335 1.49078
N: 3.00097 3.72149 -0.43054
N: 2.10297 1.56570 -0.48869
N: -2.25649 1.97622 0.86187
N: -3.55711 -3.58819 0.60075
N: -4.89249 -1.52874 -0.29647
N: -2.16388 -1.15070 -3.40710
N: -1.33821 1.26814 -1.44325
C: -4.10178 1.25177 4.47735
C: -0.06845 2.18553 -3.52213
C: 4.82273 5.61317 -1.42968
C: 0.06906 -3.11308 3.52884
C: 2.34602 2.63164 0.16107
C: -0.72288 -4.43761 -4.21338
C: 0.98987 -4.82825 2.13657
C: 1.45274 5.47938 0.31908
C: -0.53778 -4.07434 4.32860
C: -3.17771 0.37319 4.03527
C: 1.87649 -3.72121 -1.07617
C: 3.72381 -0.13562 2.16308
C: -2.26437 0.75917 2.90172
C: 2.50574 -4.48698 -2.05092
C: 4.61486 -1.53524 4.38956
C: 4.77229 0.36748 2.92558
C: 0.24715 2.88751 4.66401
C: -0.72903 1.96280 4.54941
C: 0.37987 -5.79725 2.93034
C: 2.83479 0.77762 -2.63520
C: -6.06219 -2.30615 -0.65909
C: 3.89442 -4.55167 -2.09617
C: -0.38669 -5.42302 4.02643
C: -2.47818 -4.57844 0.45749
C: -5.09145 -0.08177 -0.17203
C: -3.93064 -3.38833 2.01343
C: -3.76783 2.76507 2.61926
C: 2.62688 0.51568 -4.06215
C: 3.11808 -1.35188 2.49384
C: 1.16352 6.82777 0.47195
C: -0.29585 1.18165 -2.42117
C: 0.80599 2.25935 -2.30063
C: 0.12048 1.42328 2.19797
C: 3.57122 -2.04167 3.61882
C: 3.23170 7.38769 -0.59179
C: 2.05461 7.79118 0.02522
C: 0.84119 -3.46874 2.41761
C: 0.54484 -0.75022 0.61785
C: -2.81003 1.91075 2.08224
C: -2.59213 2.80517 -0.18120
C: -1.16089 3.21180 -3.55985
C: 3.55026 6.04353 -0.74825
C: 2.28830 4.11854 3.88154
C: -3.11467 -3.96607 -4.46257
C: 2.65377 5.07951 -0.26938
C: 1.21663 3.08262 3.65656
C: 0.54154 1.85784 -4.86628
C: 1.11184 2.34555 2.42446
C: 3.94161 0.01188 -1.93216
C: 2.04660 1.58288 -1.89733
C: -4.38372 2.48971 3.84856
C: -1.14541 -0.54231 -4.25734
C: 2.62251 -3.02518 -0.11742
C: 4.64796 -3.84345 -1.16838
C: 5.21941 -0.33339 4.04061
C: -2.01555 3.36769 -2.53855
C: -3.48299 -0.55612 -3.52541
C: -2.00438 2.49779 -1.37337
C: 1.69352 0.89326 -4.95236
C: -0.78348 1.04765 3.37462
C: 4.01466 -3.08992 -0.18340
H: -2.17185 -4.66353 -0.58319
H: -5.09357 3.17715 4.28709
H: 6.03060 0.06090 4.64188
H: -1.03493 0.51461 -4.00133
H: -2.84809 -5.54991 0.79015
H: 0.29652 3.50951 5.55387
H: -0.24690 1.51328 -5.54573
H: -0.50335 -3.99346 -5.19394
H: -4.18665 -1.03264 -2.84780
H: -2.74907 4.16860 -2.56102
H: 4.38684 -5.14406 -2.85869
H: -6.84883 -2.18157 0.09084
H: -4.65716 -2.58040 2.10572
H: 5.73057 -3.87760 -1.20932
H: 3.42708 3.47602 -1.31132
H: -5.79452 0.13613 0.63626
H: 0.79251 -3.63389 -1.07770
H: 3.35857 -0.17809 -4.46975
H: 3.10547 -2.98081 3.90037
H: 0.88195 2.81738 -5.27758
H: -4.37800 -4.30742 2.39689
H: -1.12609 -3.77106 5.18742
H: -3.86896 -0.64070 -4.54890
H: -0.06183 -2.06429 3.77518
H: 0.73434 4.73349 0.63891
H: -3.96770 -3.49462 -3.97505
H: -5.80843 -3.36295 -0.71950
H: 3.30034 3.69436 3.83166
H: 4.34923 -0.77234 -2.57313
H: -0.43750 0.05457 3.72046
H: -1.45985 1.81972 5.33811
H: 5.43860 6.47854 -1.67251
H: -0.17800 -1.02309 -4.10242
H: -2.96087 -3.48533 -5.43800
H: -3.36517 -5.01496 -4.63722
H: 2.17351 4.55305 4.87396
H: 1.81417 0.47521 -5.94960
H: -5.49193 0.33177 -1.10405
H: -1.60829 -4.31687 1.06612
H: 0.12305 -4.26416 -3.55204
H: 3.92903 8.13270 -0.96162
H: -3.42914 0.50586 -3.26673
H: 1.91336 -5.03580 -2.77566
H: -0.84763 -5.51623 -4.35063
H: 3.56169 -0.46330 -1.02437
H: 0.50689 -6.84679 2.69104
H: 0.08739 0.17833 -2.57264
H: 5.23952 1.30696 2.65156
H: 1.83347 8.84495 0.14303
H: -3.03559 -0.58978 4.51359
H: 4.77171 0.66107 -1.63175
H: 5.40350 4.93870 -0.79448
H: -4.14723 0.41191 0.04890
H: 2.63555 3.58100 1.85129
H: 1.59018 -5.14120 1.28925
H: -1.23669 3.84035 -4.44357
H: -3.29538 3.62502 -0.07202
H: 0.51492 3.04745 -1.61899
H: -1.41688 -0.62094 -5.31770
H: -0.86139 -6.17661 4.64421
H: -3.05859 -3.14530 2.62754
H: 4.61245 -2.54612 0.54113
H: 3.35203 0.42712 1.30854
H: 2.24132 4.94746 3.16296
H: 4.61756 5.07947 -2.36445
H: -2.15821 -0.09858 2.23162
H: 4.95468 -2.07851 5.26382
H: -4.07002 3.64924 2.06907
H: 0.22569 7.11854 0.93001
H: -6.46558 -1.98205 -1.62564

Output
* charge: -1
* E_LUMO (spin up / spin down): 2.263 / 2.262 eV
* largest force on an atom: 1.845 eV/A
* spin multiplicity: 6
* gap between HOMO and LUMO (spin up / spin down): 4.64 / 5.79 eV
* E: -231662.5764 eV

These are the Löwdin partial charges, in e, on atoms 1 to 4: number 1, Ru, carries 1.274; number 2, Br, carries 0.638; number 3, Ge, carries 0.871; number 4, P, carries 0.460